# 1
The following is a DFT calculation (wB97M-V/def2-TZVPD) of a 3-piece molecular cluster, C14H18NO7PS overall.

molar mass	375.339	g mol⁻¹
SMILES	O=C1NC(=O)c2c1ccc(P(=O)(O)O)c2S.CC(C)=O.CC(C)=O
highest occupied orbital energy	-9.460	eV
orbital gap	8.87	eV

```
42
C14H18NO7PS | the Open Molecules 2025 dataset | wB97M-V/def2-TZVPD
O -2.47 0.04 -1.91
C -1.37 0.37 -2.26
N -0.97 0.59 -3.59
C 0.42 0.90 -3.64
O 1.02 1.08 -4.66
C 0.89 0.96 -2.22
C -0.19 0.67 -1.41
C -0.11 0.66 -0.04
C 1.13 0.94 0.52
C 2.24 1.23 -0.28
P 3.72 1.51 0.71
O 3.77 0.62 1.87
O 3.59 3.07 1.04
O 5.04 1.38 -0.17
C 2.14 1.26 -1.68
S 3.48 1.75 -2.75
H -1.29 -0.08 -4.28
H -0.98 0.42 0.57
H 1.26 0.92 1.59
H 4.30 3.32 1.64
H 5.22 2.16 -0.71
H 3.94 0.52 -2.99
C -5.38 2.08 1.84
C -4.51 0.84 1.87
O -3.69 0.66 2.74
C -4.72 -0.15 0.75
H -5.14 2.71 2.69
H -5.22 2.63 0.92
H -6.44 1.80 1.89
H -4.52 0.33 -0.21
H -5.75 -0.51 0.75
H -4.04 -0.99 0.87
C 1.83 -3.56 2.28
C 1.21 -2.80 1.14
O 0.71 -1.71 1.30
C 1.23 -3.47 -0.21
H 1.76 -2.98 3.20
H 1.33 -4.52 2.42
H 2.88 -3.76 2.07
H 0.69 -4.42 -0.17
H 2.26 -3.66 -0.52
H 0.75 -2.82 -0.94
```

natural (NBO) atomic charge list, values in e, 4 entries: atom 1 (O): -0.54, atom 2 (C): 0.67, atom 3 (N): -0.66, atom 4 (C): 0.67

---

# 2
The following is a DFT calculation (wB97M-V/def2-TZVPD) of C28H36N4O2P2Pb as an isolated structure at a distorted geometry.

molar mass	729.770	g mol⁻¹
highest occupied orbital energy	-7.507	eV
energy relative to the best compared isomer or geometry (same formula, charge and spin)	0.0	kcal per mole
orbital gap	6.13	eV

```
73
C28H36N4O2P2Pb | the Open Molecules 2025 dataset | wB97M-V/def2-TZVPD
Pb -2.09 -1.73 0.30
C 3.31 -1.85 -2.89
C 3.63 -0.98 -1.92
C 3.86 0.48 -2.15
C 2.76 1.16 -3.01
C 1.36 0.64 -2.83
C 0.87 -0.32 -3.62
C 1.74 -0.90 -4.72
C 3.12 -1.44 -4.32
C -4.16 -1.00 1.36
H 3.31 -2.94 -2.74
H 3.91 -1.31 -0.91
H 4.83 0.60 -2.69
H 3.96 0.96 -1.16
H 2.82 2.25 -2.82
H 3.05 0.99 -4.06
H 0.73 1.25 -2.19
H -0.18 -0.63 -3.61
H 1.98 -0.13 -5.48
H 1.16 -1.70 -5.23
H 3.32 -2.35 -4.92
H 3.91 -0.69 -4.53
H -4.30 -1.95 1.93
H -5.07 -0.86 0.74
H -4.04 -0.17 2.07
P -1.93 1.08 0.40
P 0.35 -0.60 2.28
N -2.65 1.03 -1.32
N -2.55 2.65 0.94
N 0.95 -1.90 1.24
N 1.56 -0.87 3.54
C -0.13 1.36 0.12
C 0.83 0.93 1.31
C -3.53 0.03 -1.76
C -3.89 0.28 -3.08
C -3.24 1.48 -3.47
C -2.47 1.91 -2.38
C -3.91 2.88 1.22
C -4.03 4.12 1.83
C -2.72 4.69 1.93
C -1.83 3.76 1.40
C 0.27 -3.13 1.05
C 0.88 -3.81 0.00
C 1.95 -3.02 -0.44
C 1.90 -1.81 0.25
C 2.92 -1.19 3.69
C 3.23 -1.24 5.05
C 2.01 -1.02 5.78
C 1.02 -0.81 4.84
H 0.07 2.42 -0.17
H 0.14 0.78 -0.78
H 1.88 0.90 0.93
H 0.78 1.74 2.07
H -3.94 -0.73 -1.10
H -4.57 -0.32 -3.66
H -3.36 1.98 -4.42
H -1.82 2.76 -2.27
H -4.65 2.13 1.00
H -4.94 4.61 2.13
H -2.46 5.66 2.29
H -0.75 3.75 1.35
H -0.42 -3.45 1.80
H 0.57 -4.74 -0.46
H 2.68 -3.33 -1.15
H 2.43 -0.89 0.16
H 3.56 -1.39 2.84
H 4.19 -1.40 5.53
H 1.84 -1.04 6.84
H -0.03 -0.62 4.94
O -1.93 -0.18 5.24
C -2.47 -0.74 4.27
O -1.98 -1.15 3.14
H -3.56 -0.94 4.43
```

Löwdin atomic charge list, values in e, 4 entries: atom 1 (Pb): 1.29, atom 2 (C): -0.11, atom 3 (C): -0.15, atom 4 (C): -0.18

---

# 3
The following is a DFT calculation (wB97M-V/def2-TZVPD) of an isolated ion of composition C2H7N2O2 and charge +1 at a distorted geometry.

molar mass	91.090	g mol⁻¹
SMILES	[NH3+]C[C@@]1(O)NO1
highest occupied orbital energy	-14.521	eV
net charge	+1
energy relative to the best compared isomer or geometry (same formula, charge and spin)	94.6	kcal per mole
orbital gap	10.47	eV

```
13
C2H7N2O2 | the Open Molecules 2025 dataset | wB97M-V/def2-TZVPD
C -1.14 -0.25 -0.23
C 0.12 0.38 -0.77
N -1.59 0.43 0.91
N 1.02 0.46 0.34
O -2.30 0.51 -0.36
O -1.22 -1.63 -0.35
H -0.32 1.36 -1.16
H 0.57 -0.26 -1.59
H -2.11 -0.04 1.52
H 0.74 1.20 1.01
H 1.98 0.88 0.11
H 1.05 -0.45 0.94
H -2.12 -1.97 -0.52
```

natural (NBO) atomic charge list, values in e, 4 entries: atom 1 (C): 0.57, atom 2 (C): -0.31, atom 3 (N): -0.39, atom 4 (N): -0.70

---

# 4
The following is a DFT calculation (wB97M-V/def2-TZVPD) of the molecule C5H14N2 at a distorted geometry.

molar mass	102.181	g mol⁻¹
SMILES	C[C@H](N)CN(C)C
highest occupied orbital energy	-8.524	eV
energy relative to the best compared isomer or geometry (same formula, charge and spin)	21.4	kcal per mole
orbital gap	9.66	eV

```
21
C5H14N2 | the Open Molecules 2025 dataset | wB97M-V/def2-TZVPD
N -1.49 1.02 1.79
C -0.40 0.91 0.84
C 0.99 1.15 1.48
C -0.50 -0.43 0.11
N 0.36 -0.43 -1.09
C -0.43 -0.71 -2.29
C 1.43 -1.38 -0.99
H -1.40 0.32 2.53
H -1.55 1.95 2.18
H -0.51 1.69 0.09
H 1.80 0.68 0.94
H 1.20 2.22 1.46
H 0.99 0.83 2.52
H -0.25 -1.28 0.75
H -1.55 -0.49 -0.17
H -1.17 0.06 -2.43
H -1.00 -1.65 -2.22
H 0.21 -0.76 -3.16
H 1.97 -1.31 -0.04
H 1.12 -2.44 -1.01
H 2.15 -1.23 -1.79
```

natural (NBO) atomic charge list, values in e, 4 entries: atom 1 (N): -0.84, atom 2 (C): -0.05, atom 3 (C): -0.63, atom 4 (C): -0.23